DFT (wB97M-V/def2-TZVPD) results for an isolated molecule of C17H17N5O3S at a distorted geometry.

Last column: Löwdin charge in e.
Element x y z (Å)
O 2.40350 -3.48931 3.63642  0.08
O 3.48919 0.83906 -1.91070  0.12
N 1.42950 2.83238 1.00354  0.12
N 2.26036 -2.58904 1.67995  0.12
O 0.54587 3.81564 0.50039  -0.01
S 2.16677 -1.86849 -0.74130  1.02
C 1.79114 -2.70483 3.00616  -0.51
C 3.47851 0.46053 -0.80161  -0.60
C 1.99053 2.28068 0.01551  -0.34
C 1.43063 -2.00191 0.82607  -0.52
C 0.46636 -2.20144 3.44038  0.04
C 1.68849 3.03630 -1.16936  0.02
C -0.30247 -1.65833 2.50213  -0.35
C 0.67471 3.84196 -0.88575  -0.27
C -1.52712 0.33839 -1.70244  -0.03
C -0.71274 -0.08212 -0.61131  -0.02
C -2.70192 -0.34912 -1.89992  -0.07
C -2.21030 -1.77385 -0.02740  0.02
C -0.95359 -1.21592 0.14678  -0.25
C -3.07080 -1.38483 -1.09370  -0.28
N -1.47324 -1.09178 2.88196  0.13
N 2.78150 1.14622 0.17208  0.16
N 0.04091 -1.61870 1.12369  0.07
C -0.21434 4.56054 -1.87262  0.00
C 3.75846 -0.90680 -0.48772  -0.29
C -4.39537 -1.97497 -1.33423  -0.06
H 0.18820 -2.08802 4.46407  0.11
H 1.99970 2.69493 -2.08675  0.09
H -1.20910 1.16358 -2.35552  0.11
H 0.21398 0.43300 -0.47169  0.08
H -3.35055 0.00155 -2.67055  0.11
H -2.42241 -2.49355 0.77621  0.13
H -1.88663 -1.57842 3.64506  0.10
H -2.07293 -0.68446 2.09379  0.13
H 2.81398 0.82729 1.13718  0.16
H -0.30144 3.93381 -2.80069  0.10
H -1.17147 4.80835 -1.43593  0.08
H 0.18874 5.52247 -2.14238  0.07
H 4.51138 -1.31823 -1.08463  0.08
H 3.99163 -1.08595 0.52284  0.07
H -5.02356 -1.57597 -0.52208  0.09
H -4.87893 -1.68408 -2.25007  0.07
H -4.42514 -3.11657 -1.21588  0.11

Calculated values
frontier orbital gap = 8.43 eV
LUMO energy = -0.11 eV
strongest force on any atom = 4.496 eV Å⁻¹
structure (SMILES) = Cc1cccc(-n2c(N)cc(=O)nc2SCC(=O)Nc2cc(C)on2)c1
energy = -42329.912 eV
HOMO = -8.55 eV